[1]
The following is a quantum chemistry calculation of C51H37Cl2LaN4O3P as an isolated structure, from OMol25.

As for the charge: +1. For the molecular weight, the calculation gives 994.67 g mol⁻¹. The calculation puts the HOMO-LUMO gap at 6.32 eV. For the energy above the lowest of the compared OMol25 structures with the same formula, charge and spin, the calculation gives 0.0 kcal/mol. The value obtained for the HOMO energy is -9.53 eV.

Last column: Mulliken charge in e.
Geometry (Å):
C 12.79401 9.90298 17.10372  -0.44
Cl 9.76645 6.49763 19.62352  -0.22
La 11.45585 13.07014 16.18221  2.69
C 11.06461 14.54476 20.62933  -0.24
H 17.25603 11.57771 13.44732  0.41
C 14.02820 18.62457 18.01662  -0.83
C 11.80450 15.06247 13.38131  0.53
C 11.38415 8.32981 18.33180  -0.89
C 11.38262 14.31395 21.96356  -0.44
H 6.36667 15.89800 16.81276  0.44
O 11.01669 11.95228 18.07708  -0.45
C 14.61554 12.40521 15.51213  0.95
C 15.85437 12.53568 14.75222  0.48
H 11.73984 7.51833 17.69737  0.48
H 11.32256 10.58001 11.78702  0.36
N 12.94838 11.02439 16.45373  0.57
C 13.22382 17.53845 18.41134  -0.66
C 14.52047 10.08221 14.81938  -0.23
H 8.97722 7.47948 13.53859  0.41
C 9.04808 9.28559 14.66936  -0.63
C 16.32750 11.45496 14.00579  -0.80
C 11.74682 9.65210 18.01860  -0.09
C 9.40434 8.47606 13.62119  -0.81
H 16.09381 9.43459 13.47482  0.43
H 13.35264 17.49552 11.53916  0.42
N 10.96906 12.90280 12.48718  -1.00
C 12.08706 16.58831 22.24153  -0.79
H 13.58110 16.84119 19.16418  0.65
C 9.49789 10.62616 14.66450  0.30
H 13.58070 15.15036 7.37869  0.35
O 9.23343 11.52385 15.70053  0.11
H 8.30521 10.30115 17.16498  0.35
H 16.21291 15.90027 15.35971  0.47
H 9.71656 18.50567 19.35610  0.40
C 13.47130 15.73971 9.47191  -0.78
C 13.59263 19.50324 17.03200  -0.55
C 12.36988 19.34838 16.45318  -0.79
H 14.06998 9.07976 14.90428  0.57
H 11.21504 13.30801 22.38904  0.38
C 11.53302 18.28998 16.84846  -0.91
C 12.03184 14.41528 10.93602  1.01
C 11.52111 14.08954 12.28292  -0.74
P 10.96006 15.99770 18.32927  1.00
N 13.99384 13.49464 16.08590  -0.03
C 11.72984 13.62472 9.83520  -0.36
H 7.90641 12.02681 17.21707  0.16
C 10.98075 10.73932 18.55951  0.33
H 9.57994 11.25356 20.10462  0.47
C 14.00586 11.14154 15.59841  -0.22
H 17.44703 13.89590 14.31678  0.45
H 7.36239 19.34228 19.17439  0.39
C 10.29617 8.89893 12.64834  -0.87
C 7.06410 16.46446 17.44169  -0.49
H 12.03778 20.01547 15.65972  0.46
C 15.69841 10.24039 14.06728  -1.15
C 12.88648 16.53812 11.78418  -0.59
C 15.80604 14.88115 15.32629  -0.95
H 12.54481 17.31735 22.91513  0.38
H 11.82194 17.85426 20.56322  0.43
C 11.26124 15.82094 20.10252  0.66
C 10.46330 8.07424 19.35337  0.01
C 6.71893 17.69105 17.96884  -0.61
C 12.42836 16.30897 13.02972  -0.75
H 7.21368 10.99541 15.88239  0.49
C 11.95151 17.41418 17.85415  0.37
H 14.21156 20.33908 16.75253  0.45
H 5.67997 18.05892 17.93563  0.36
H 12.30446 15.04340 23.75514  0.40
C 11.77017 16.85527 20.92372  -0.43
C 14.54131 14.69469 15.87463  0.20
C 12.22315 13.90261 8.58070  -0.61
C 8.34086 15.96974 17.58642  0.78
H 11.07582 12.73020 9.95098  0.33
H 15.01783 18.80008 18.47946  0.41
H 10.54927 8.26600 11.82636  0.48
H 13.97087 15.55953 16.24224  0.28
C 10.16609 10.44862 19.66648  -0.54
H 14.18458 16.55969 9.37821  0.39
C 9.31628 16.68434 18.26539  -0.46
H 12.53995 17.04832 13.85048  0.36
O 11.56234 14.74245 14.59283  -0.32
H 13.49970 9.08733 16.89995  0.58
C 12.81677 15.57380 10.72313  0.52
H 10.70197 13.74590 19.98860  -0.05
C 8.97975 17.93257 18.81800  -0.17
N 10.77897 12.42094 13.68216  0.69
C 16.48187 13.79005 14.80116  -0.81
C 7.68479 18.40940 18.68363  -0.67
C 10.37725 11.09538 13.67881  0.47
H 11.93581 13.28646 7.72738  0.39
C 10.74642 10.19739 12.64458  -0.33
C 13.13476 14.94081 8.37657  -0.52
H 10.58008 18.07581 16.40488  0.56
C 8.09388 11.17090 16.53010  -1.24
C 9.96980 9.12451 20.10793  -0.67
H 9.41848 8.88490 21.02638  0.43
H 8.38522 8.96404 15.47246  0.44
Cl 8.75593 14.40684 16.67918  -0.15
C 11.94868 15.28434 22.75384  -0.61

=====

[2]
The following is a quantum chemistry calculation of C51H37F6HfN4O5P2S2 as an isolated structure, from OMol25.

As for the charge: -1. For the molecular weight, the calculation gives 1204.44 g mol⁻¹. The calculation puts the HOMO-LUMO gap at 7.25 eV. For the energy above the lowest of the compared OMol25 structures with the same formula, charge and spin, the calculation gives 0.0 kcal/mol. The value obtained for the HOMO energy is -5.24 eV.

Last column: Mulliken charge in e.
Geometry (Å):
H 3.73010 0.08368 0.02451  0.54
P 2.09531 -1.13986 1.35601  2.71
C -1.36292 -2.41173 -4.41270  -0.89
F 0.13583 4.81696 2.77414  -0.32
C 3.06128 -0.84987 -2.10811  -2.30
C 2.09517 3.09460 -5.08727  -0.69
H 4.57045 2.34390 3.78336  0.42
H -5.09734 -1.65696 1.38091  0.52
N -7.06221 -3.94934 -0.24185  -0.60
H 2.32798 -6.81061 1.80569  0.42
C -1.40627 -2.76445 0.00444  -0.52
H 2.00472 4.01019 -0.38443  0.32
C 1.56499 -5.11115 0.74159  -0.62
H -1.65158 -2.49761 5.29858  0.60
C 3.96213 1.45460 3.89344  -0.62
H 4.47268 -1.28888 0.81687  0.62
H 0.94639 -3.25061 -0.11261  -0.82
C 1.99083 3.33725 -3.72594  -0.34
F -0.35809 5.40796 0.20607  -0.33
H -3.46262 -0.70751 -3.17265  0.63
C 0.17958 -3.99007 -3.47965  -0.81
N -5.71238 -3.13042 -4.05412  -0.63
C -3.27635 -0.20882 -1.10110  0.54
C -3.76096 -0.47133 0.20082  0.66
C 1.49848 -3.72658 0.68751  0.16
O -0.61371 0.02543 5.04578  -0.74
H 1.05110 -5.69588 -0.01129  0.58
O -0.19768 0.42415 2.86960  -0.60
C 3.54892 0.76498 2.76448  -1.06
H 2.42478 -0.42069 6.24819  0.41
H -2.53317 -4.58781 4.20880  0.47
H 3.62030 0.09492 -2.08175  0.77
H 1.98993 1.61400 -6.63918  0.42
C 1.51651 1.00030 -3.33835  0.79
C 2.86979 -3.57410 2.65198  -0.28
F -0.42442 3.77077 -1.18914  -0.14
N -1.07853 -1.77114 2.10645  0.96
C 2.14888 -2.94239 1.63886  0.74
H 6.12236 -6.26014 -1.72364  0.39
C -6.26229 -3.15177 -0.45907  -0.20
C 0.46515 3.27551 0.95556  1.44
C -5.26956 -2.14385 -0.69571  0.64
C -5.30922 -2.58090 -3.12768  -0.33
C 2.36629 -0.79277 4.14591  -0.58
C 2.75188 -0.37554 2.87484  0.70
H 2.58830 3.12227 1.03598  0.16
H 3.48977 -5.43598 3.50527  0.42
H 2.11630 4.34136 -3.33891  0.46
H 5.94533 -5.22110 0.53266  0.39
H 2.31121 3.90688 -5.77020  0.37
F -1.82934 3.84084 0.44682  -0.25
C 0.86783 -2.95021 -2.87299  -0.34
C -0.67654 -1.37119 -3.80357  -0.67
H 1.59337 2.46513 -1.79849  -0.42
C 1.70203 2.29232 -2.85966  -0.26
F -1.00075 2.98062 2.84632  -0.21
P 1.26390 -0.30300 -2.07999  2.55
H 3.27563 -1.30142 -3.07021  0.46
F 1.13245 2.95044 3.20514  -0.15
C 2.76946 -0.09778 5.27458  -0.97
C -3.82885 -0.90190 -2.17485  -0.65
H -1.03007 -0.35377 -3.91450  0.77
C 5.49823 -4.74095 -0.32983  -0.62
C 2.92748 -4.95851 2.71202  -0.85
C -4.80804 -1.86592 -1.98845  0.55
C 4.20381 -2.88183 -1.21162  2.34
C -0.56281 4.07401 0.10770  0.01
C -0.94193 -3.72342 -4.24928  -0.78
C 4.81959 -3.54953 -0.14121  -0.82
C 0.16487 3.49626 2.46290  0.08
H 0.51121 -5.01041 -3.32974  0.43
C -1.62847 -2.63981 4.22718  -0.64
C -0.61950 -0.28366 3.87320  -0.52
S -3.10638 0.37643 1.59704  -0.60
H 3.83567 1.14499 1.79261  0.12
H 1.48013 -0.23682 -5.09709  0.36
C 4.98520 -4.68241 -2.64710  -0.89
O -1.79731 -3.65492 -0.71916  -0.76
H -2.24388 -2.19898 -5.00676  0.44
O -0.79472 -1.67374 -0.35095  1.21
C 3.59833 -0.97823 0.24476  -2.25
C -4.74485 -1.43962 0.38136  -1.01
H 3.40485 -2.99013 3.38948  0.48
H 2.02107 4.79871 1.19284  0.42
H -2.47252 -4.76253 1.69917  0.71
H 1.72582 -3.18420 -2.25542  -0.11
C -2.08761 -3.90102 2.22681  -1.22
H 4.74277 -3.16975 0.86538  0.14
C 5.59616 -5.32544 -1.58282  -0.68
O 0.42347 1.93819 0.62574  1.66
H 1.71462 -1.65002 4.26381  0.65
C -1.12332 -1.63816 3.42262  0.50
C 4.30199 -3.48899 -2.47547  -0.84
C 2.27717 -5.73000 1.75691  -0.92
C 1.91283 1.80688 -5.57615  -0.75
C -2.11728 -3.78752 3.60988  -0.94
S -1.98059 0.92973 -1.35339  -0.52
Hf -0.67500 0.17911 0.78932  0.01
H 3.82537 -3.05830 -3.34128  0.26
C 3.57424 1.02403 5.15309  -0.83
H 3.87994 1.57291 6.03467  0.37
N 3.50610 -1.68844 -1.01031  0.83
C -1.54586 -2.85103 1.50647  0.55
C 0.45147 -1.62939 -3.02801  0.26
H -1.49747 -4.53243 -4.70630  0.38
H 5.02689 -5.11342 -3.64029  0.39
C 1.86150 3.85107 0.68268  -1.74
C 1.62827 0.76317 -4.70766  -0.51

=====

| no. | largest force on an atom (eV/Å) | E_tot (eV) |
| --- | --- | --- |
| 1 | 2.89 | -100781.6209 |
| 2 | 0.77 | -127556.7657 |